Molecular formula: C7H18N4S2Tc
Method: DFT, ωB97M-V with the def2-TZVPD basis set

Cartesian coordinates (Å):
Tc (-0.06813, -0.05274, 0.46318)
C (0.93367, 1.95575, -1.27792)
C (1.74976, 0.77688, -1.76501)
N (1.57369, -0.40451, -0.80480)
C (1.43735, -1.76442, -1.48304)
C (0.11362, -1.87197, -2.21479)
S (-1.27069, -1.45625, -1.07436)
C (-2.21065, -0.08500, -1.84695)
C (-1.32400, 1.10392, -2.13806)
N (-0.46910, 1.47394, -0.92216)
H (1.35750, 2.41550, -0.37934)
H (0.85610, 2.74262, -2.03347)
H (1.45732, 0.43630, -2.75559)
H (2.81082, 1.02699, -1.80466)
H (2.41120, -0.45534, -0.21098)
H (2.27668, -1.89072, -2.17277)
H (1.53750, -2.52447, -0.70560)
H (0.02378, -1.23520, -3.09391)
H (-0.07190, -2.90567, -2.52062)
H (-2.67405, -0.49444, -2.75181)
H (-3.01986, 0.11355, -1.13748)
H (-0.64043, 0.91218, -2.96134)
H (-1.92123, 1.97787, -2.40680)
H (-0.94798, 2.23485, -0.42475)
N (-0.75402, 0.87666, 5.07756)
C (-0.45706, -0.23756, 4.47352)
N (-0.26553, -1.40269, 5.02209)
S (-0.29184, -0.16355, 2.65397)
H (-0.88008, 0.90639, 6.09088)
H (-0.87831, 1.75261, 4.58599)
H (-0.33144, -1.52499, 6.03405)
H (-0.06272, -2.23652, 4.48498)

The max |F| comes out at 0.4 eV/Å. As for the charge: +4. Its spin multiplicity is 4. For the HOMO energy (alpha / beta), the calculation gives -24.7 / -24.7 eV. The value obtained for the HOMO-LUMO gap (alpha / beta) is 7.32 / 7.03 eV.



Molecular formula: C3H12NSi
Method: DFT, ωB97M-V with the def2-TZVPD basis set

Cartesian coordinates (Å):
C (-2.15586, 0.08645, -0.90393)
C (-0.13091, -1.49259, 1.36069)
C (0.86676, 0.15953, -0.87991)
N (1.85243, 1.22645, -0.13737)
Si (-0.64132, 0.01731, 0.25633)
H (-1.88787, 0.04457, -1.88505)
H (-2.87050, -0.60620, -0.68558)
H (-2.74933, 0.98497, -0.73354)
H (0.52968, -1.23341, 2.16586)
H (-0.98199, -1.93262, 1.95135)
H (0.43920, -2.35543, 0.87864)
H (1.63610, -0.71623, -1.13037)
H (0.46548, 0.49068, -1.74955)
H (1.20924, 1.88081, 0.33627)
H (2.15583, 0.61589, 0.60266)
H (2.58226, 1.64362, -0.76265)
H (-0.31920, 1.18619, 1.31615)

The max |F| comes out at 6.0 eV/Å. As for the charge: +1. Its spin multiplicity is 3. The value obtained for the energy above the lowest of the compared OMol25 structures with the same formula, charge and spin is 42.7 kcal/mol. For the HOMO energy (alpha / beta), the calculation gives -8.6 / -15.6 eV. The value obtained for the HOMO-LUMO gap (alpha / beta) is 5.66 / 6.05 eV.



Molecular formula: C4H11CeO3
Method: DFT, ωB97M-V with the def2-TZVPD basis set

Cartesian coordinates (Å):
O (0.14193, 1.55845, -0.61123)
C (-1.14795, 1.69172, -0.07745)
C (-1.65911, 0.34963, 0.41480)
O (-1.50290, -0.59410, -0.64187)
C (-1.92336, -1.90347, -0.29855)
Ce (0.64515, -0.26301, -1.90326)
H (-1.84402, 2.10118, -0.82971)
H (-1.15769, 2.39497, 0.77325)
H (-2.71957, 0.40941, 0.70566)
H (-1.05614, 0.00605, 1.27334)
H (-2.99306, -1.90511, -0.04500)
H (-1.75706, -2.54678, -1.17025)
H (-1.34740, -2.28489, 0.55869)
O (2.09110, 0.10994, 0.06871)
H (1.24231, 1.16489, 0.23337)
C (3.46025, -0.03472, 0.33057)
H (3.74681, -1.09492, 0.22981)
H (4.08179, 0.55182, -0.36930)
H (3.69892, 0.28894, 1.35843)

The max |F| comes out at 3.4 eV/Å. As for the charge: +1. Its spin multiplicity is 3. The value obtained for the energy above the lowest of the compared OMol25 structures with the same formula, charge and spin is 20.8 kcal/mol. For the HOMO energy (alpha / beta), the calculation gives -9.6 / -13.7 eV. The value obtained for the HOMO-LUMO gap (alpha / beta) is 5.87 / 9.60 eV.



Molecular formula: C22H30MnS3Se
Method: DFT, ωB97M-V with the def2-TZVPD basis set

Cartesian coordinates (Å):
Mn (0.00000, 0.00000, 0.00000)
C (-2.23440, 0.65610, 1.86940)
C (-1.76290, -0.71880, 2.35640)
S (-1.00080, -1.73280, 1.04900)
C (0.54800, -2.26250, 1.87030)
C (1.50270, -1.16660, 2.35760)
S (2.00050, 0.00000, 1.05000)
C (1.68440, 1.60640, 1.87080)
C (0.25770, 1.88540, 2.35710)
S (-1.00080, 1.73280, 1.04900)
H (-2.65160, 1.21390, 2.71520)
H (-3.05610, 0.52270, 1.15610)
H (-2.63740, -1.27310, 2.71580)
H (-1.10220, -0.62150, 3.21970)
H (1.07470, -2.90770, 1.15750)
H (0.27310, -2.90240, 2.71620)
H (2.41980, -1.64660, 2.71760)
H (1.08770, -0.64280, 3.22050)
H (1.98010, 2.38490, 1.15790)
H (2.37560, 1.68850, 2.71700)
H (0.21470, 2.91970, 2.71690)
H (0.01120, 1.26430, 3.22010)
Se (-0.94420, 1.63490, -1.63490)
C (-1.66980, 2.89120, -2.89120)
C (-0.83510, 3.83780, -3.49770)
C (-1.36460, 4.75320, -4.41340)
C (-2.72810, 4.72370, -4.72370)
C (-3.56290, 3.77860, -4.11850)
C (-3.03460, 2.86260, -3.20260)
H (0.22070, 3.86460, -3.26080)
H (-0.71900, 5.48470, -4.88190)
H (-3.13730, 5.43220, -5.43230)
H (-4.61790, 3.75600, -4.35880)
H (-3.68470, 2.13310, -2.73690)
C (3.62000, -1.37480, -1.11170)
C (2.62590, -0.76670, -2.12280)
C (1.92570, -1.92170, -2.86050)
C (1.59440, 0.00000, -1.38230)
C (3.38690, 0.21070, -3.04310)
C (3.93140, 1.40050, -2.50740)
C (4.59800, 2.32910, -3.31060)
C (4.74830, 2.08600, -4.67010)
C (4.23560, 0.91500, -5.22180)
C (3.56280, -0.01330, -4.41770)
H (3.12100, -2.08460, -0.44090)
H (4.08370, -0.61140, -0.47460)
H (4.42910, -1.90910, -1.62400)
H (1.36850, -2.55820, -2.16200)
H (2.64640, -2.56500, -3.37880)
H (1.20600, -1.55220, -3.60090)
H (1.19020, 0.92570, -0.92190)
H (3.82490, 1.62350, -1.44750)
H (4.99240, 3.24240, -2.87210)
H (5.26150, 2.80800, -5.30000)
H (4.35350, 0.72320, -6.28510)
H (3.17690, -0.90720, -4.89910)
H (-0.65360, -1.13160, -1.13160)

The max |F| comes out at 5.6 eV/Å. As for the charge: -1. Its spin multiplicity is 5. The value obtained for the energy above the lowest of the compared OMol25 structures with the same formula, charge and spin is 0.0 kcal/mol. For the HOMO energy (alpha / beta), the calculation gives -2.0 / -2.2 eV. The value obtained for the HOMO-LUMO gap (alpha / beta) is 4.24 / 4.47 eV.



Molecular formula: H4N2O2Si
Method: DFT, ωB97M-V with the def2-TZVPD basis set

Cartesian coordinates (Å):
N (0.81149, 0.81829, 0.76346)
N (-2.19523, 0.09778, -0.05915)
O (-2.82332, -0.12366, 0.95823)
O (-2.40924, 1.03453, -0.82524)
Si (-0.64268, -0.85235, -0.23473)
H (0.66651, 1.47907, 0.02472)
H (0.39824, 1.18640, 1.60495)
H (-0.32431, -2.15966, 0.30831)
H (-0.64669, -1.00801, -1.74332)

The max |F| comes out at 4.2 eV/Å. As for the charge: 0. Its spin multiplicity is 1. The value obtained for the energy above the lowest of the compared OMol25 structures with the same formula, charge and spin is 64.5 kcal/mol. For the HOMO energy, the calculation gives -10.1 eV. The value obtained for the HOMO-LUMO gap is 9.10 eV.



Molecular formula: C29H21MnN8OSe
Method: DFT, ωB97M-V with the def2-TZVPD basis set

Cartesian coordinates (Å):
Mn (-0.05128, 0.10167, -0.45239)
C (4.25183, -0.30350, -0.88121)
C (2.88942, -0.61110, -0.89870)
N (1.95731, 0.31135, -0.85404)
C (2.31044, 1.63315, -0.82001)
C (3.65577, 2.02674, -0.80777)
C (4.62954, 1.00839, -0.82491)
C (3.97142, 3.40440, -0.79388)
C (2.95085, 4.30038, -0.81912)
C (1.59040, 3.89605, -0.83252)
C (1.24142, 2.57115, -0.81249)
N (-0.02150, 1.98104, -0.80639)
C (-1.28246, 2.59305, -0.82555)
C (-1.62202, 3.91776, -0.78548)
C (-2.98140, 4.33004, -0.80008)
C (-4.00398, 3.43978, -0.84878)
C (-3.69528, 2.06111, -0.90443)
C (-4.67224, 1.04793, -0.96421)
C (-4.29904, -0.26559, -1.03151)
C (-2.94049, -0.57892, -1.02357)
N (-2.00438, 0.34080, -0.96664)
C (-2.35246, 1.66330, -0.90316)
H (4.97856, -1.10479, -0.91357)
H (2.55933, -1.63879, -0.95968)
H (5.67933, 1.28197, -0.79818)
H (5.00815, 3.72132, -0.77245)
H (3.16843, 5.36126, -0.82925)
H (0.85309, 4.67354, -0.86670)
H (-0.88210, 4.69167, -0.73133)
H (-3.19435, 5.39104, -0.76435)
H (-5.03947, 3.76126, -0.84017)
H (-5.72164, 1.32473, -0.94708)
H (-5.02730, -1.06376, -1.07414)
H (-2.61597, -1.61022, -1.04959)
Se (-2.61397, -1.86544, 3.03821)
N (-1.75182, -1.05158, 4.38109)
C (-0.83828, -0.26969, 3.81628)
C (0.06524, 0.57233, 4.49159)
C (0.95763, 1.33915, 3.73814)
C (0.97630, 1.26268, 2.36618)
N (0.14461, 0.44432, 1.65133)
C (-0.77529, -0.29540, 2.35020)
N (-1.63723, -1.06796, 1.72668)
H (0.04941, 0.61913, 5.57308)
H (1.65220, 2.00944, 4.22732)
H (1.67170, 1.86135, 1.78980)
N (0.49979, -6.96908, -0.00894)
C (0.03798, -6.19709, -1.01869)
O (-0.42842, -6.63479, -2.04711)
C (0.12338, -4.68976, -0.83749)
C (0.58992, -4.04661, 0.29643)
C (0.57887, -2.66760, 0.34108)
N (0.13721, -1.93118, -0.68442)
C (-0.28456, -2.55003, -1.79503)
C (-0.30992, -3.92023, -1.90527)
H (0.42525, -7.96711, -0.11480)
H (0.84652, -6.60570, 0.85919)
H (0.94914, -4.57644, 1.16875)
H (0.92441, -2.13329, 1.21264)
H (-0.61352, -1.91866, -2.61098)
H (-0.66447, -4.40899, -2.80194)

The max |F| comes out at 0.9 eV/Å. As for the charge: +1. Its spin multiplicity is 6. The value obtained for the energy above the lowest of the compared OMol25 structures with the same formula, charge and spin is 0.0 kcal/mol. For the HOMO energy (alpha / beta), the calculation gives -8.1 / -10.6 eV. The value obtained for the HOMO-LUMO gap (alpha / beta) is 4.09 / 6.78 eV.